A | This record from the Open Molecules 2025 dataset describes a 2-piece molecular cluster, C7H14N2 overall. The level of theory is ωB97M-V/def2-TZVPD.

Computed properties:
- frontier orbital gap (eV) = 9.4

Last column: Löwdin charge in e.
Cartesian coordinates (Å):
C 1.5951 -2.6448 0.9758  -0.031
C 1.3521 -1.5919 -0.0899  -0.394
C 0.6599 -1.7017 -1.2399  -0.083
N 0.8373 -0.4763 -1.9311  0.060
C 1.6118 0.2823 -1.0538  -0.214
N 2.0227 -0.3703 0.0313  0.101
H 2.3680 -2.6023 1.6981  0.053
H 1.4836 -3.7562 0.2923  0.154
H 0.6438 -2.9829 1.2542  0.018
H 0.1382 -2.4484 -1.7632  0.099
H 0.4423 -0.2468 -2.7887  0.111
H 1.9169 1.2791 -1.4779  0.129
C -1.3572 2.3583 -0.4695  -0.123
C -1.6216 2.0393 1.0617  -0.270
C -1.2917 0.5137 1.2009  -0.142
H -1.7481 1.5007 -1.1238  0.089
H -0.2828 2.3551 -0.5117  0.040
H -1.7711 3.2113 -0.8048  0.009
H -0.8256 2.6562 1.6450  0.121
H -2.6094 2.3664 1.3003  0.070
H -2.1640 0.0256 1.6698  0.056
H -1.0742 -0.0304 0.2542  0.036
H -0.3260 0.2640 1.8709  0.108

---

B | This record from the Open Molecules 2025 dataset describes a 2-piece molecular cluster, C7H14N2 overall. The level of theory is ωB97M-V/def2-TZVPD.

Computed properties:
- frontier orbital gap (eV) = 9.5

Last column: Löwdin charge in e.
Cartesian coordinates (Å):
C 1.5396 1.3551 -0.4157  -0.096
C 0.1197 0.8179 -0.1398  -0.191
C 0.0001 0.2558 1.2304  -0.337
C -0.6790 0.7924 2.2878  -0.063
N -0.4955 -0.0826 3.3353  0.041
C 0.2508 -1.1093 2.8687  -0.203
N 0.5642 -0.9310 1.6106  0.100
H 1.9705 1.0216 -1.3502  0.057
H 2.2746 1.0675 0.3385  0.069
H 1.5647 2.4463 -0.4127  0.064
H -0.5959 1.6137 -0.2979  0.101
H -0.1025 0.0916 -0.9154  0.093
H -1.1509 1.7436 2.4697  0.113
H -0.9247 0.0874 4.2266  0.142
H 0.5556 -1.9916 3.4057  0.113
C -1.3458 -0.4658 -4.0174  -0.162
C -0.0108 -0.7737 -4.7338  -0.165
H -2.2199 -0.5649 -4.6438  0.055
H -1.4383 -1.1400 -3.1630  0.056
H -1.2699 0.5177 -3.5778  0.048
H 0.6348 -1.3959 -4.1324  0.054
H 0.5008 0.1603 -4.9828  0.057
H -0.1592 -1.2152 -5.7220  0.056

---

Most favorable first, least favorable last: B, A

---

A | This record from the Open Molecules 2025 dataset describes C7H14N2 as an isolated structure. The level of theory is ωB97M-V/def2-TZVPD.

Computed properties:
- frontier orbital gap (spin up / spin down) (eV) = 8.8 / 8.8

Last column: Löwdin charge in e.
Cartesian coordinates (Å):
C -0.9887 -0.1943 1.2089  -0.290
C 1.3485 0.3769 0.2560  -0.164
C 1.1251 0.9932 -2.2350  -0.033
C -1.0684 0.2960 2.6348  -0.125
C -1.7212 0.6725 0.2207  -0.103
C 1.2034 -0.0856 -1.1717  -0.595
C 0.7695 -2.3728 -1.2151  -0.041
N 2.3789 -0.2310 -0.3506  0.143
N 0.3782 -1.2122 -1.5154  0.033
H -1.2217 -1.2477 1.0834  0.102
H 0.4183 -0.2864 1.1515  0.137
H 1.2319 1.3477 0.7118  0.122
H 1.5595 0.6090 -3.1586  0.074
H 0.0901 1.2640 -2.4387  0.068
H 1.6851 1.8753 -1.9298  0.075
H -0.6041 -0.4007 3.3340  0.077
H -1.7213 0.2267 -0.7713  0.063
H -0.5790 1.2665 2.7322  0.076
H -2.1101 0.4281 2.9382  0.077
H -2.7641 0.8037 0.5254  0.086
H -1.2616 1.6624 0.1647  0.082
H 0.1410 -3.2152 -1.4780  0.063
H 1.7108 -2.5760 -0.6975  0.073

---

B | This record from the Open Molecules 2025 dataset describes a 2-piece molecular cluster, C7H14N2 overall. The level of theory is ωB97M-V/def2-TZVPD.

Computed properties:
- frontier orbital gap (eV) = 7.4

Last column: Löwdin charge in e.
Cartesian coordinates (Å):
C -1.5253 0.1988 1.4133  -0.082
C -0.1140 -0.1035 0.9335  -0.388
C 0.9032 0.1058 2.0405  -0.085
C 0.0724 -1.2721 0.1530  -0.198
N -0.9007 -2.2162 -0.1787  0.074
H -2.0874 -0.6668 1.7648  0.070
H -2.0967 0.6168 0.5836  0.064
H -1.5298 0.9557 2.1958  0.074
H 0.6145 -0.4441 2.9377  0.079
H 0.9939 1.1572 2.3192  0.068
H 1.8840 -0.2784 1.7674  0.069
H 1.0867 -1.6289 0.0124  0.117
H -0.6119 -3.0125 -0.7297  0.087
H -1.8508 -1.8751 -0.1439  0.079
C 0.6887 -0.1432 -2.5708  0.011
C -0.2410 0.3810 -1.7468  -0.251
N 0.0122 1.3807 -0.7623  -0.062
C 0.9843 2.2156 -0.8203  -0.043
H 1.6146 0.3699 -2.7847  0.048
H 0.4115 -1.0443 -3.0953  0.048
H -1.2922 0.1256 -1.8071  0.103
H 1.9782 2.0384 -1.2183  0.062
H 1.0055 3.1397 -0.2634  0.057

---

C | This record from the Open Molecules 2025 dataset describes a 2-piece molecular cluster, C7H14N2 overall. The level of theory is ωB97M-V/def2-TZVPD.

Computed properties:
- frontier orbital gap (eV) = 9.5

Last column: Löwdin charge in e.
Cartesian coordinates (Å):
C 3.6695 -0.3296 0.4795  -0.045
C 2.6456 -0.6804 -0.5705  -0.346
C 1.8590 0.2051 -1.2730  -0.062
N 0.6287 -0.5227 -1.6059  0.007
C 0.7241 -1.7718 -1.3089  -0.186
N 1.9867 -1.9707 -0.6764  0.054
H 3.1497 -0.6739 1.3936  0.093
H 3.8821 0.6755 0.3102  0.045
H 4.6190 -0.8698 0.3947  0.076
H 1.7405 1.3865 -1.3554  0.142
H -0.1611 -0.1190 -2.0574  0.119
H 0.0159 -2.5684 -1.3744  0.108
C -3.0570 0.3693 -0.2093  -0.134
C -2.3032 0.1987 1.1152  -0.320
C -1.3157 1.3319 1.2916  -0.122
H -2.4163 0.5238 -1.0331  0.026
H -3.8071 1.2262 -0.3988  0.102
H -3.7917 -0.3932 -0.2965  0.048
H -3.0971 -0.1086 1.8873  0.132
H -1.8408 -0.6925 1.1895  0.042
H -0.7601 1.5624 0.3106  0.087
H -1.8364 2.1631 1.7511  0.062
H -0.5343 1.0584 2.0362  0.074

---

D | This record from the Open Molecules 2025 dataset describes a 2-piece molecular cluster, C7H14N2 overall. The level of theory is ωB97M-V/def2-TZVPD.

Computed properties:
- frontier orbital gap (eV) = 9.6

Last column: Löwdin charge in e.
Cartesian coordinates (Å):
C -0.2237 1.5588 -1.1075  -0.038
C 0.3497 0.3252 -1.7275  -0.383
C -0.3632 -0.7211 -2.2380  -0.061
N 0.5921 -1.6116 -2.7725  0.038
C 1.8100 -0.9746 -2.6302  -0.196
N 1.6705 0.1121 -1.9395  0.090
H 0.3417 2.4035 -1.4960  0.078
H -0.1838 1.5791 -0.0244  0.046
H -1.2643 1.6851 -1.4101  0.081
H -1.3377 -1.1730 -2.1670  0.110
H 0.2547 -2.2558 -3.4596  0.128
H 2.7006 -1.5593 -2.7936  0.112
C -1.6439 0.4569 2.2231  -0.120
C -0.1402 0.3218 2.6435  -0.308
C 0.7037 -0.5749 1.7459  -0.119
H -2.3418 -0.2979 2.5733  0.065
H -1.6918 0.4086 1.1309  0.039
H -1.8714 1.5000 2.4571  0.065
H 0.1848 1.3432 2.8267  0.090
H -0.2091 -0.1449 3.6410  0.092
H 0.0518 -1.0919 1.0345  0.065
H 1.3961 0.0696 1.1984  0.066
H 1.2153 -1.3585 2.2916  0.062

---

Most favorable first, least favorable last: D, C, B, A

---

A | This record from the Open Molecules 2025 dataset describes one molecule with the formula C7H14N2. The level of theory is ωB97M-V/def2-TZVPD.

Computed properties:
- frontier orbital gap (eV) = 8.6

Last column: Löwdin charge in e.
Cartesian coordinates (Å):
C 0.1267 0.8741 -2.4112  0.039
C 0.6452 0.8975 -1.1858  -0.344
C 2.0436 1.3980 -0.9483  -0.059
C -0.0969 0.4484 0.0052  -0.234
C 0.0220 1.3528 1.2052  -0.056
C -0.7780 -0.7141 0.0199  -0.301
N -0.8766 -1.5662 -1.0752  0.096
C -1.4941 -1.2635 1.2294  -0.237
N -0.5856 -2.1499 1.9560  0.008
H 0.6948 1.1946 -3.2696  0.059
H -0.8907 0.5754 -2.5933  0.067
H 2.0280 2.3511 -0.4217  0.077
H 2.6039 0.6890 -0.3401  0.086
H 2.5634 1.5395 -1.8928  0.074
H 0.0082 2.3945 0.8889  0.080
H 0.9588 1.1755 1.7367  0.080
H -0.7939 1.2075 1.9068  0.063
H -0.1847 -1.3920 -1.7928  0.070
H -0.9301 -2.5386 -0.8067  0.087
H -2.3396 -1.8689 0.8887  0.113
H -1.8983 -0.4518 1.8513  0.098
H 0.2212 -1.6222 2.2736  0.067
H -1.0474 -2.5305 2.7757  0.065

---

B | This record from the Open Molecules 2025 dataset describes a 2-piece molecular cluster, C7H14N2 overall. The level of theory is ωB97M-V/def2-TZVPD.

Computed properties:
- frontier orbital gap (eV) = 9.4

Last column: Löwdin charge in e.
Cartesian coordinates (Å):
C 2.7971 -2.6437 -1.1081  -0.058
C 2.4732 -1.1865 -0.9023  -0.355
C 1.6247 -0.5815 -0.0215  -0.039
N 1.8850 0.8110 -0.2461  0.032
C 2.8233 0.9032 -1.2596  -0.203
N 3.2431 -0.2771 -1.6017  0.084
H 3.3049 -3.1198 -0.2335  0.080
H 3.5152 -2.8974 -1.8696  0.062
H 1.9298 -3.2802 -1.2106  0.062
H 0.9459 -0.9075 0.7276  0.095
H 1.5808 1.4607 0.4533  0.125
H 2.8133 1.8710 -1.7371  0.114
C -3.1769 -0.3078 0.5693  -0.129
C -2.1079 0.7518 0.4841  -0.309
C -2.4870 2.1160 1.2167  -0.124
H -4.1106 0.0810 0.1310  0.080
H -3.4574 -0.5744 1.5916  0.070
H -2.8718 -1.2644 0.1578  0.063
H -1.1729 0.5671 1.0269  0.073
H -1.9083 1.0840 -0.5144  0.083
H -3.5418 2.3943 1.3381  0.058
H -2.0258 1.9989 2.2674  0.086
H -2.0761 3.0013 0.7405  0.048

---

C | This record from the Open Molecules 2025 dataset describes C7H14N2 as an isolated structure. The level of theory is ωB97M-V/def2-TZVPD.

Computed properties:
- frontier orbital gap (spin up / spin down) (eV) = 7.7 / 7.7

Last column: Löwdin charge in e.
Cartesian coordinates (Å):
C 1.1304 1.3009 -1.6231  -0.081
C 0.8811 -0.8657 1.4089  -0.048
C 0.8143 -1.5119 -1.0492  -0.033
C 0.5458 -0.4653 -0.0007  -0.400
N 0.7999 0.8846 -0.2658  -0.162
H 0.3709 1.0263 -2.3669  0.080
H 2.0794 0.8567 -1.9277  0.087
H 1.2288 2.3874 -1.6394  0.090
H 1.9719 -0.9432 1.4917  0.095
H 0.4453 -1.8302 1.6720  0.083
H 0.5634 -0.0946 2.1175  0.068
H 0.3723 -2.4615 -0.7438  0.091
H 1.8947 -1.6665 -1.1554  0.097
H 0.4252 -1.2332 -2.0291  0.077
C -0.3799 1.5290 0.3392  -0.353
C -1.4284 -0.1426 0.0659  -0.127
C -2.2658 -0.7117 0.9351  -0.021
N -0.3523 1.9379 1.5821  0.078
H -1.2864 1.8706 1.9853  0.047
H -0.8446 2.1309 -0.4548  0.141
H -1.7633 -0.0583 -0.9696  0.083
H -1.9891 -0.7869 1.9839  0.057
H -3.2136 -1.1527 0.6440  0.052

---

D | This record from the Open Molecules 2025 dataset describes a 3-piece molecular cluster, C7H14N2 overall. The level of theory is ωB97M-V/def2-TZVPD.

Computed properties:
- frontier orbital gap (spin up / spin down) (eV) = 7.7 / 7.8

Last column: Löwdin charge in e.
Cartesian coordinates (Å):
C -2.5085 0.1951 0.3403  -0.115
C 2.4927 -0.4545 -1.3653  -0.118
C -3.0520 -0.8365 -0.5934  -0.170
N -0.1121 0.6120 -0.3556  -0.045
C -0.4122 -0.1756 0.6084  -0.297
C 2.0008 0.1573 -0.1011  -0.212
N -0.1498 1.9785 -0.2292  0.044
C -0.2578 -1.2126 1.4011  0.022
C 2.7503 0.6063 0.8941  -0.034
H 0.3577 2.3032 0.5893  0.091
H 0.2271 2.3960 -1.0705  0.094
H -2.7528 0.0774 1.3933  0.058
H -2.6167 1.2273 0.0271  0.050
H 2.2055 -1.5073 -1.4367  0.075
H 2.0714 0.0574 -2.2367  0.067
H 3.5886 -0.3927 -1.4588  0.074
H -1.1080 -1.6498 1.9103  0.056
H 0.7257 -1.6423 1.5411  0.051
H -4.1440 -0.7419 -0.6960  0.070
H -2.8536 -1.8509 -0.2397  0.063
H -2.6220 -0.7309 -1.5932  0.068
H 2.3242 0.9644 1.8292  0.047
H 3.8455 0.6201 0.8423  0.059

---

Most favorable first, least favorable last: A, B, C, D